# C2H2ClNO

A cluster of 2 separate species, C2H2ClNO in total in a non-equilibrium geometry (ωB97M-V/def2-TZVPD, OMol25).

The geometry in XYZ format:
```
7
Properties=species:S:1:pos:R:3:nbo_charge:R:1
C 1.84 -0.62 0.06 0.41
C -0.94 0.12 0.09 -0.08
N 2.84 -0.66 -0.47 -0.41
O -0.13 -0.45 0.89 -0.30
Cl -0.72 1.95 -0.01 -0.11
H -0.95 -0.28 -1.06 0.23
H -1.94 -0.04 0.51 0.27
```

The molar mass comes out at 91.50 u. For the total energy, the calculation gives -667.387382 hartree. For the gap between HOMO and LUMO (alpha / beta), the calculation gives 7.9 / 8.2 eV. As for the energy above the lowest of the compared OMol25 structures with the same formula, charge and spin: 111.6 kcal/mol. The calculation puts the LUMO energy (alpha / beta) at -3.525 / -3.324 eV.